<P>
Below is a 2-piece molecular cluster, C4H12 overall, with properties calculated with ωB97M-V/def2-TZVPD.

Each line ends with the Löwdin spin population.
CARTESIAN COORDINATES (ANGSTROEM)
C (-2.46, -0.06, -0.88)  0.122
C (-1.62, 0.83, -0.02)  0.196
H (-2.10, -0.20, -1.89)  0.002
H (-2.37, -1.07, -0.36)  0.065
H (-3.52, 0.23, -0.89)  0.030
H (-2.30, 1.61, 0.40)  0.086
H (-0.76, 1.27, -0.51)  -0.002
H (-1.26, 0.34, 0.92)  0.064
C (1.65, -0.02, -0.18)  0.146
C (2.42, -0.73, 0.92)  0.121
H (0.61, -0.36, 0.02)  0.068
H (1.78, 1.06, -0.07)  0.000
H (1.92, -0.35, -1.18)  0.019
H (3.44, -0.33, 1.02)  0.056
H (2.46, -1.80, 0.76)  0.001
H (2.08, -0.43, 1.93)  0.027

Summary:
Charge: +1
Orbital gap (spin up / spin down), Ha: 0.51392 / 0.14528
Multiplicity: 2

=====

<Q>
Below is a 2-piece molecular cluster, C4H12 overall, with properties calculated with ωB97M-V/def2-TZVPD.

Each line ends with the Löwdin spin population.
CARTESIAN COORDINATES (ANGSTROEM)
C (0.99, 0.98, -1.20)  0.257
C (0.82, 2.18, -2.14)  0.178
H (1.84, 0.44, -1.61)  0.008
H (1.20, 1.17, -0.13)  0.026
H (-0.02, 0.52, -1.09)  0.089
H (-0.12, 2.73, -2.15)  0.003
H (0.91, 1.88, -3.18)  0.002
H (1.60, 2.88, -1.75)  0.078
C (-0.79, -1.83, 0.99)  0.151
C (-1.03, -1.42, 2.44)  0.070
H (-1.63, -1.97, 0.29)  0.021
H (-0.30, -0.96, 0.46)  0.068
H (-0.15, -2.69, 0.82)  0.003
H (-1.75, -0.60, 2.33)  -0.001
H (-1.46, -2.24, 3.02)  0.033
H (-0.11, -1.09, 2.91)  0.015

Summary:
Charge: +1
Orbital gap (spin up / spin down), Ha: 0.49440 / 0.14497
Multiplicity: 2

=====

<R>
Below is a 2-piece molecular cluster, C4H12 overall, with properties calculated with ωB97M-V/def2-TZVPD.

Each line ends with the Löwdin spin population.
CARTESIAN COORDINATES (ANGSTROEM)
C (-0.84, -1.35, -0.66)  0.120
C (-1.12, -0.76, -2.06)  0.116
H (-1.32, -0.94, 0.23)  0.032
H (-1.14, -2.41, -0.67)  0.042
H (0.20, -1.16, -0.46)  0.006
H (-0.23, -0.46, -2.63)  0.008
H (-2.05, -0.16, -2.13)  0.029
H (-1.30, -1.60, -2.76)  0.042
C (1.54, 0.98, 0.89)  0.163
C (0.45, 1.17, 1.90)  0.190
H (1.98, 0.01, 1.03)  0.002
H (1.33, 1.08, -0.18)  0.044
H (2.16, 1.87, 1.10)  0.071
H (0.62, 0.51, 2.76)  0.008
H (-0.59, 0.97, 1.51)  0.098
H (0.33, 2.25, 2.13)  0.031

Summary:
Charge: +1
Orbital gap (spin up / spin down), Ha: 0.50191 / 0.13318
Multiplicity: 2

=====

Energies relative to the most stable structure, in kcal/mol: <P> 0.0; <Q> 2.2; <R> 9.7.

=====

<P>
Below is C2H6N2S as an isolated structure, with properties calculated with ωB97M-V/def2-TZVPD.

Each line ends with the Löwdin charge.
CARTESIAN COORDINATES (ANGSTROEM)
C (0.47, -1.26, 1.60)  -0.526
C (0.04, 0.44, -0.76)  -0.842
H (1.56, -1.15, 0.81)  0.102
H (-0.36, -2.23, 1.34)  0.094
H (0.44, -0.99, 2.90)  0.125
H (-0.35, 1.11, -2.73)  0.163
H (-1.51, 1.41, -1.57)  0.071
H (1.46, -1.01, -0.57)  0.018
N (-0.53, 1.25, -1.66)  0.047
N (0.97, -0.29, -1.22)  0.006
S (-0.46, 0.06, 0.94)  0.741

Summary:
Charge: 0
Orbital gap, Ha: 0.34174

=====

<Q>
Below is a 2-piece molecular cluster, C2H6N2S overall, with properties calculated with ωB97M-V/def2-TZVPD.

Each line ends with the Löwdin charge.
CARTESIAN COORDINATES (ANGSTROEM)
C (0.05, 0.87, 0.19)  -0.061
C (-1.38, 0.85, -0.15)  -0.031
N (-0.61, 1.36, -1.02)  -0.284
N (-0.41, 1.89, -2.15)  0.089
S (0.53, -2.79, 1.21)  0.493
H (0.55, 1.59, 0.74)  0.078
H (0.48, -0.09, 0.14)  0.031
H (-2.32, 1.09, 0.28)  0.098
H (0.93, -4.09, 1.13)  -0.196
H (0.59, 1.74, -2.24)  0.039
H (1.58, -2.42, 1.89)  -0.255

Summary:
Charge: 0
Orbital gap, Ha: 0.32707

=====

<R>
Below is C2H6N2S as an isolated structure, with properties calculated with ωB97M-V/def2-TZVPD.

Each line ends with the Löwdin charge.
CARTESIAN COORDINATES (ANGSTROEM)
C (-1.90, 0.17, 0.52)  -0.462
C (1.37, -0.92, -0.27)  -0.479
H (-2.18, 0.44, 1.65)  0.044
H (-1.77, -1.16, 0.43)  0.141
H (-2.69, 0.71, -0.06)  0.004
H (1.66, 0.31, 1.44)  0.190
H (2.33, -1.06, 0.30)  0.104
H (1.58, -2.00, -1.81)  0.109
N (0.71, -0.10, 0.72)  -0.418
N (0.78, -1.40, -1.28)  0.046
S (-0.39, 1.11, 0.02)  0.721

Summary:
Charge: 0
Orbital gap, Ha: 0.34202

=====

Energies relative to the most stable structure, in kcal/mol: <P> 6.1; <Q> 32.2; <R> 0.0.

=====

<P>
Below is a 2-piece molecular cluster, C4H5O2S overall, with properties calculated with ωB97M-V/def2-TZVPD.

Each line ends with the Löwdin charge.
CARTESIAN COORDINATES (ANGSTROEM)
C (-0.58, 1.60, -0.81)  -0.050
C (-1.40, 0.72, -0.86)  -0.268
C (2.17, -0.54, 0.74)  -0.074
C (1.31, -0.57, -0.24)  -0.112
O (-3.89, 0.40, 0.23)  -0.575
O (-1.99, -1.03, 0.95)  -0.595
S (-2.78, -0.47, -0.22)  0.573
H (0.31, 2.05, -0.62)  -0.020
H (3.03, 0.08, 0.51)  0.034
H (2.04, -0.99, 1.70)  0.041
H (0.43, -1.09, -0.17)  0.005
H (1.34, -0.16, -1.21)  0.041

Summary:
Charge: -1
Orbital gap, Ha: 0.28923

=====

<Q>
Below is a 2-piece molecular cluster, C4H5O2S overall, with properties calculated with ωB97M-V/def2-TZVPD.

Each line ends with the Löwdin charge.
CARTESIAN COORDINATES (ANGSTROEM)
C (1.04, -0.15, 1.97)  -0.566
C (-1.41, 0.17, -0.63)  -0.287
C (-0.14, 0.95, -0.88)  -0.314
C (-0.08, -0.31, -0.03)  -0.658
O (0.75, 0.96, 2.23)  0.069
O (1.65, -1.14, 2.03)  0.059
S (0.77, -1.65, -0.92)  0.596
H (-2.09, 0.51, 0.14)  0.052
H (-2.08, -0.21, -1.54)  0.108
H (0.11, 0.95, -1.91)  0.035
H (-0.03, 2.06, -0.57)  0.098
H (1.51, -2.13, 0.10)  -0.192

Summary:
Charge: -1
Orbital gap, Ha: 0.25051

=====

Energies relative to the most stable structure, in kcal/mol: <P> 39.1; <Q> 0.0.